Run P
This record from the OMol25 dataset describes one molecule with the formula C5H5F. The level of theory is the ωB97M-V functional and the def2-TZVPD basis.

As for the expectation value of S²: 2.0337. As for the spin multiplicity: 3.

Structure (XYZ):
```
11
C5H5F | the OMol25 dataset | the ωB97M-V functional and the def2-TZVPD basis
C 0.1881 -0.4675 0.0099
C 1.4475 0.0349 -0.0025
C 0.1729 0.9662 -0.0843
C -0.2741 2.1708 -0.1065
C -0.6379 -1.6982 -0.0014
F 2.7309 -0.1831 0.1049
H 0.4829 2.9104 -0.1342
H -1.2722 2.2001 -0.0912
H -1.4338 -1.4879 -0.7078
H -1.2129 -1.7427 0.9800
H -0.1916 -2.7030 0.0330
```


Run Q
This record from the OMol25 dataset describes C5H5F as an isolated structure. The level of theory is the ωB97M-V functional and the def2-TZVPD basis.

As for the expectation value of S²: 2.0216. As for the spin multiplicity: 3.

Structure (XYZ):
```
11
C5H5F | the OMol25 dataset | the ωB97M-V functional and the def2-TZVPD basis
C -0.1122 0.0360 -0.3761
C -0.8153 0.0009 -2.2495
C 0.9350 0.3853 0.4316
C 2.0434 0.2881 1.0865
C -1.5384 -0.2351 0.1351
F 0.1897 -0.0575 -3.0533
H 2.5768 -0.6115 1.3399
H 2.4793 1.0542 1.5267
H -1.4545 -0.4969 1.2763
H -2.1374 -1.0688 -0.3551
H -2.1664 0.7053 0.2377
```


Most stable = run P


Run P
This record from the OMol25 dataset describes one molecule with the formula C6H9NOS. The level of theory is the ωB97M-V functional and the def2-TZVPD basis.

As for the spin multiplicity: 1. As for the SMILES: C=CCS[C@@H]1CC(=O)N1.

Structure (XYZ):
```
18
C6H9NOS | the OMol25 dataset | the ωB97M-V functional and the def2-TZVPD basis
C -3.5921 -0.1884 0.2834
C -2.2824 0.0624 0.4652
C -1.3485 0.1810 -0.7226
S -0.0512 -1.0648 -0.7914
C 1.1412 -0.2345 0.3064
C 2.0653 0.8196 -0.3648
C 3.2000 -0.1332 -0.0193
O 4.4094 -0.1458 -0.1475
N 2.2983 -1.0390 0.5211
H -3.9810 -0.2950 -0.7347
H -4.2919 -0.2997 1.1175
H -1.8522 0.1342 1.4841
H -0.8471 1.1617 -0.7927
H -1.9535 0.0173 -1.6434
H 0.6202 0.1015 1.2215
H 2.1413 1.7943 0.1460
H 1.8812 0.9872 -1.4482
H 2.4430 -1.8588 1.1193
```


Run Q
This record from the OMol25 dataset describes a 2-piece molecular cluster, C6H9NOS overall. The level of theory is the ωB97M-V functional and the def2-TZVPD basis.

As for the spin multiplicity: 1. As for the SMILES: CC(C)=C=O.CN=C=S.

Structure (XYZ):
```
18
C6H9NOS | the OMol25 dataset | the ωB97M-V functional and the def2-TZVPD basis
C -0.6986 1.8153 -0.9728
C -0.0177 1.1672 0.2234
C 1.3715 0.6951 0.0517
C -0.7225 1.0350 1.3118
O -1.4625 0.8480 2.1841
H -1.6434 2.2533 -0.6217
H -1.0266 0.9640 -1.6577
H 0.0608 2.4936 -1.4997
H 1.4273 -0.4527 -0.0700
H 2.1462 0.9486 0.8064
H 1.7424 1.0630 -0.9189
C -1.1934 -2.1698 1.0545
N -2.1172 -1.5141 0.2668
C -2.6618 -0.5180 -0.0658
S -3.6493 0.4821 -0.5985
H -1.0831 -3.2177 0.6941
H -0.2682 -1.6499 0.9010
H -1.5235 -2.1617 2.0920
```


Run R
This record from the OMol25 dataset describes one molecule with the formula C6H9NOS. The level of theory is the ωB97M-V functional and the def2-TZVPD basis.

As for the spin multiplicity: 1.

Structure (XYZ):
```
18
C6H9NOS | the OMol25 dataset | the ωB97M-V functional and the def2-TZVPD basis
C 0.5131 1.2897 -0.0297
C 0.8805 0.0530 0.0748
C -1.9857 0.1945 0.0531
C 0.8222 2.7042 -0.1287
C 2.2786 -0.4984 0.2693
C -1.9547 -2.2454 -0.1909
N -1.3830 -0.9297 0.0022
O 0.0283 -1.0635 0.0805
S -3.4324 0.8536 0.0732
H 1.4290 2.9008 -1.0148
H 1.3679 3.0412 0.7560
H -0.0911 3.2977 -0.2030
H 2.3770 -1.4463 -0.2535
H 2.4562 -0.6654 1.3323
H 3.0000 0.2172 -0.1100
H -1.4336 -2.9643 0.4398
H -3.0044 -2.1978 0.0886
H -1.8681 -2.5411 -1.2392
```


Run S
This record from the OMol25 dataset describes a 2-piece molecular cluster, C6H9NOS overall. The level of theory is the ωB97M-V functional and the def2-TZVPD basis.

As for the spin multiplicity: 1.

Structure (XYZ):
```
18
C6H9NOS | the OMol25 dataset | the ωB97M-V functional and the def2-TZVPD basis
C -1.3699 1.7341 0.2907
C -0.2539 1.9012 -0.1830
C -2.1989 0.5965 0.7370
C -1.1591 -0.6150 0.4115
C -0.2464 -0.3014 -0.8172
C 0.6647 0.8841 -0.5808
N 3.3051 -0.5010 -0.5872
O 2.2065 0.2307 1.7517
S 2.4138 0.4182 0.3128
H -2.3835 0.6600 1.7946
H -3.1112 0.6296 0.1956
H -0.4622 -0.6889 1.2420
H -1.6633 -1.5861 0.1477
H 0.3112 -1.1591 -1.1124
H -0.8905 -0.0527 -1.6322
H 1.5754 1.0125 -2.0973
H 3.2815 -1.5329 -0.3822
H 3.0264 1.7021 0.0331
```


Most stable = run P


Run P
This record from the OMol25 dataset describes C3H8N4O as an isolated structure. The level of theory is the ωB97M-V functional and the def2-TZVPD basis.

As for the spin multiplicity: 1.

Structure (XYZ):
```
16
C3H8N4O | the OMol25 dataset | the ωB97M-V functional and the def2-TZVPD basis
C 0.6105 0.6213 1.3145
C 0.2823 -0.3911 0.2139
C -1.9077 0.2033 -0.5885
H 1.9407 0.9490 1.5329
H 0.0860 0.0779 2.1524
H 0.1328 1.6343 1.1288
H 2.8852 -0.8572 -1.3869
H 1.9880 1.1080 -1.1221
H -0.4865 -2.5940 0.2909
H -3.0481 -0.2403 -1.1049
H -2.0259 2.1276 -0.8912
N 1.0670 -0.9369 -0.7067
N 2.4640 -0.2913 -0.5348
N -0.9285 -0.8821 -0.2565
N -1.4765 1.3686 -0.4694
O -1.5832 -1.8972 0.4275
```


Run Q
This record from the OMol25 dataset describes a 3-piece molecular cluster, C3H8N4O overall. The level of theory is the ωB97M-V functional and the def2-TZVPD basis.

As for the spin multiplicity: 1.

Structure (XYZ):
```
16
C3H8N4O | the OMol25 dataset | the ωB97M-V functional and the def2-TZVPD basis
C -2.6176 0.2913 0.0013
C -1.6282 -0.7693 -0.5365
C 1.3629 0.7520 -0.0359
H -3.3301 1.1057 -0.6207
H -2.0289 1.0236 0.8602
H -3.5753 -0.2110 0.7058
H -2.1694 -1.5651 -1.0122
H -0.2084 1.3524 0.8921
H 3.0979 0.6259 -0.8652
H 3.6895 -1.3793 1.2661
H 1.0896 -1.5279 0.3545
N -0.3552 -0.6853 -0.4818
N 0.1838 0.3102 0.3479
N 2.3941 0.0099 -0.4744
N 2.6979 -1.3029 -0.0077
O 1.3975 1.9698 -0.3934
```


Most stable = run Q